1.
3 unconnected molecules or ions with the total composition C15H31FN5O6P2S, computed with the ωB97M-V functional and the def2-TZVPD basis.

total charge: +1
LUMO level: -5.6 eV
calculated total energy: -2495.563023 Eh
frontier orbital gap: 4.821 eV

```
61
Properties=species:S:1:pos:R:3:nbo_charge:R:1
N -0.451 -3.432 4.806 -0.78
C 0.047 -4.241 3.593 -0.27
C 1.559 -3.873 3.117 0.06
O 2.122 -2.929 4.138 -0.70
C 1.753 -3.385 1.577 -0.29
N 0.511 -2.966 0.836 -0.32
C -0.134 -3.956 0.085 0.27
C -1.465 -3.308 -0.620 -0.49
C -1.747 -2.146 0.549 -0.33
C -2.873 -1.137 -0.082 0.67
O -2.708 -0.689 -1.354 -0.49
N -4.144 -0.681 0.616 -0.71
C -3.931 -0.405 2.088 0.95
O -3.803 -1.314 3.061 -0.51
F -3.833 1.044 2.488 -0.32
C -0.181 -1.591 0.725 -0.46
P 0.586 -0.912 -0.930 1.37
O 2.137 -0.602 -0.814 -1.01
P 0.004 -0.382 2.226 0.73
S 1.255 1.079 1.907 -0.46
H -1.337 -3.955 5.081 0.37
H -0.834 -2.540 4.372 0.33
H 0.044 -5.373 3.974 0.23
H -0.792 -4.158 2.787 0.15
H 2.211 -4.864 3.246 0.22
H 2.702 -2.241 3.695 0.48
H 2.527 -2.496 1.537 0.29
H 2.251 -4.274 0.962 0.26
H 0.290 -5.068 0.083 0.29
H -2.334 -4.061 -0.384 0.27
H -1.427 -2.953 -1.734 0.32
H -1.950 -2.570 1.634 0.28
H -4.899 -1.405 0.478 0.45
H 0.448 -1.854 -2.034 -0.02
H -0.209 0.259 -1.327 0.05
H -1.269 0.252 2.593 0.05
H 0.453 -1.053 3.433 0.05
C 0.940 1.767 -4.118 0.54
O 1.027 1.149 -3.065 -0.66
N -0.179 1.827 -4.922 -0.43
C -0.203 2.583 -6.157 -0.40
C -1.371 1.110 -4.518 -0.42
H 1.788 2.347 -4.518 0.13
H -0.985 3.344 -6.091 0.20
H -0.421 1.902 -6.984 0.20
H 0.759 3.071 -6.338 0.22
H -1.696 1.481 -3.541 0.21
H -1.134 0.046 -4.430 0.20
H -2.172 1.250 -5.250 0.22
C 1.429 6.611 0.538 0.53
O 2.140 7.552 0.867 -0.61
N 1.862 5.321 0.313 -0.44
C 0.955 4.261 -0.075 -0.40
C 3.269 5.016 0.470 -0.42
H 0.343 6.733 0.391 0.11
H 0.994 3.469 0.679 0.20
H 1.271 3.862 -1.043 0.20
H -0.071 4.629 -0.156 0.21
H 3.571 5.249 1.495 0.22
H 3.847 5.639 -0.218 0.22
H 3.461 3.960 0.260 0.20
```

2.
A molecular structure, C15H31N5O7Ru, computed with the ωB97M-V functional and the def2-TZVPD basis.

total charge: +1
LUMO level (spin up / spin down): -4.3 / -6.4 eV
calculated total energy: -1484.812446 Eh
multiplicity: 6
expectation value of S²: 8.821
frontier orbital gap (spin up / spin down): 5.202 / 4.827 eV

```
59
Properties=species:S:1:pos:R:3:nbo_charge:R:1
O -0.396 0.330 -4.172 -0.54
H -0.089 0.588 -5.090 0.45
Ru 0.558 0.299 -1.678 1.02
N 1.364 -1.256 -0.589 -0.08
N -0.804 -1.119 -1.979 -0.01
N 1.544 1.665 -0.485 -0.16
N -0.513 1.888 -1.876 -0.10
O 2.384 -1.215 0.228 -0.42
O 2.683 1.387 0.224 -0.53
O -1.778 1.704 -2.272 -0.50
O -1.995 -0.896 -2.354 -0.32
C -0.421 -2.358 -1.635 0.19
C 0.728 -2.419 -0.811 0.15
C 1.031 2.913 -0.484 0.19
C -0.125 3.062 -1.307 0.21
C 1.261 -3.642 -0.188 -0.67
H 1.125 -3.695 0.895 0.25
H 2.335 -3.678 -0.353 0.25
H 0.842 -4.540 -0.643 0.24
C -1.333 -3.478 -1.996 -0.67
H -1.573 -3.461 -3.061 0.26
H -2.269 -3.475 -1.423 0.26
H -0.837 -4.429 -1.800 0.23
C 1.670 4.015 0.290 -0.68
C -0.935 4.332 -1.391 -0.67
H 2.672 3.712 0.583 0.26
H 1.150 4.292 1.212 0.25
H 1.769 4.920 -0.314 0.24
H -1.773 4.219 -2.091 0.26
H -0.298 5.177 -1.714 0.25
H -1.322 4.561 -0.381 0.25
H 2.659 0.324 0.187 0.50
H -1.898 0.657 -2.280 0.50
C 1.681 0.260 -3.130 -0.69
H 2.197 -0.720 -2.810 0.24
H 2.247 1.195 -2.710 0.24
H 1.784 0.329 -4.300 0.28
O 5.468 -0.053 -2.561 -0.92
H 5.071 0.714 -2.985 0.46
H 4.875 -0.785 -2.785 0.46
O -1.167 0.259 0.294 -0.71
C -1.268 0.112 1.535 0.73
C -2.610 0.259 2.239 -0.51
C -3.084 -1.023 2.914 -0.39
C -2.477 -1.229 4.302 -0.40
C -0.970 -1.459 4.297 -0.41
C -0.151 -0.297 3.744 -0.22
N -0.189 -0.204 2.280 -0.61
H -2.519 1.084 2.963 0.23
H -3.322 0.559 1.459 0.25
H -4.172 -0.969 3.006 0.23
H -2.872 -1.893 2.278 0.20
H -2.718 -0.363 4.933 0.20
H -2.955 -2.103 4.760 0.22
H -0.638 -1.631 5.326 0.23
H -0.732 -2.366 3.729 0.20
H -0.492 0.659 4.175 0.20
H 0.903 -0.421 4.020 0.23
H 0.694 -0.298 1.771 0.41
```

calculated total energy of number 2 (C15H31N5O7Ru)? -1484.812446 Eh

Which value of calculated total energy does entry 2 give? -1484.812446 Eh